{
  "formula": "C5H10O",
  "method": "ωB97M-V/def2-TZVPD",
  "lumo_ev": 0.99,
  "smiles": "OCC1CCC1",
  "molar_mass_g_mol": 86.1,
  "orbital_gap_ha": 0.41261,
  "energy_ha": -271.7141,
  "e_above_lowest_kcal_mol": 24.17,
  "symbols": ["O", "C", "C", "C", "C", "C", "H", "H", "H", "H", "H", "H", "H", "H", "H", "H"],
  "coordinates": [[2.52974, 0.50256, 0.19400], [1.48342, -0.38020, 0.54865], [0.29180, -0.11571, -0.34158], [-0.98640, -0.93205, -0.05056], [-1.81859, 0.33428, -0.34933], [-0.53639, 1.17721, -0.15797], [3.29781, 0.28453, 0.73830], [1.78975, -1.43253, 0.42430], [1.18832, -0.24484, 1.60396], [0.59827, -0.22362, -1.38922], [-1.04547, -1.21102, 1.00892], [-1.16846, -1.82392, -0.65772], [-2.16594, 0.35066, -1.38716], [-2.66925, 0.54468, 0.30582], [-0.45361, 1.57240, 0.86146], [-0.35482, 1.99235, -0.86384]]
}